C5H6N2O in the gas phase, computed with ωB97M-V/def2-TZVPD.

Last columns: bonded neighbours and bond lengths (Å).
Atoms and positions in Å:
1 O -1.49451 0.30587 3.48564  C10 1.157
2 C -0.46688 -0.19308 0.34960  C6 1.441, N12 1.635, N14 1.231
3 C 1.97376 0.03892 0.17065  H4 1.089, H7 1.106, H13 1.097, N14 1.420
4 H 2.51436 -0.90226 0.26363  C3 1.089
5 H -0.84633 1.15240 -2.32001  C8 1.097
6 C -1.69859 -0.26724 1.09389  C2 1.441, C10 1.312, H11 1.077
7 H 2.51733 0.82151 0.73172  C3 1.106
8 C -0.43927 0.13654 -2.23758  H5 1.097, H9 1.091, N12 1.248
9 H 0.06492 -0.18362 -3.15064  C8 1.091
10 C -1.63430 0.03367 2.36981  O1 1.157, C6 1.312
11 H -2.61574 -0.54961 0.60529  C6 1.077
12 N -0.50221 -0.60139 -1.23299  C2 1.635, C8 1.248
13 H 1.93666 0.32292 -0.88867  C3 1.097
14 N 0.69080 -0.11464 0.75966  C2 1.231, C3 1.420

The value obtained for the energy relative to the best compared isomer or geometry (same formula, charge and spin) is 285.21 kJ/mol. The HOMO energy comes out at -8.7334 eV. The SMILES is C=N/C(C=C=O)=N\C. For the total energy, the calculation gives -378.762314 hartree. The max |F| is 4.7 eV/A.